197
Properties=species:S:1:pos:R:3:forces:R:3 method="wB97M-V/def2-TZVPD" homo_lumo_gap_ev=7.334 e_tot_ev=-112224.457
K 0.392731 0.139621 -3.964705 0.22 0.51 0.33
C -1.094879 -1.584911 0.128079 0.86 0.21 0.24
C -1.039617 -0.189989 -0.350277 0.00 3.34 1.22
O -0.683754 -0.148677 -1.640395 0.29 0.30 -1.45
H -0.269568 -2.032179 -0.391891 0.65 -0.63 -0.02
H -1.954867 -2.055862 -0.220772 -1.72 -0.90 -0.47
H -0.982091 -1.705248 1.179217 -0.12 -0.22 1.00
H -0.310964 0.452780 0.303309 -0.54 -0.92 -0.53
H -2.011082 0.419089 -0.122770 0.65 -0.98 -0.28
C 3.039791 5.161447 -3.540725 -0.98 -0.17 0.06
C 2.052383 4.101028 -4.116166 2.09 0.21 -2.40
C 2.640775 3.546730 -5.507546 -0.01 -0.71 2.37
O 3.305806 4.487366 -6.271692 1.13 -0.73 0.09
C 2.465346 5.471910 -6.716320 -0.94 0.98 0.22
N 1.708223 2.948176 -3.325214 0.62 -0.09 1.39
H 2.640176 5.493988 -2.587625 -0.15 0.22 0.25
H 3.136923 6.051461 -4.190507 -0.03 -0.60 0.33
H 4.016846 4.774164 -3.323883 0.62 -0.39 -0.14
H 1.144581 4.626299 -4.330536 -0.74 0.25 -0.20
H 1.842396 3.079771 -6.074108 -0.51 -0.08 -0.22
H 3.349220 2.723194 -5.245594 -0.22 0.67 -0.19
H 2.354819 6.281197 -5.973908 -0.21 -0.17 -0.21
H 1.477906 5.060699 -6.948885 -0.13 0.12 -0.11
H 2.891770 5.899962 -7.592544 0.28 0.39 -0.81
H 2.530598 2.525355 -2.822785 -0.80 0.47 -0.80
H 1.183955 3.363874 -2.558627 -0.31 -0.52 0.23
C 2.694486 3.832578 1.906865 0.33 0.63 -0.78
C 1.502231 4.483251 2.535347 -1.41 1.01 1.68
C 0.124894 4.285170 1.920481 1.20 -1.64 -2.25
O 0.114147 4.779568 0.569820 0.45 -0.30 0.73
C -0.812218 4.137385 -0.282047 0.78 0.89 -0.99
N 1.298173 4.015796 3.938591 0.45 0.58 0.31
H 2.766686 4.064643 0.842594 -0.37 -0.06 -0.13
H 2.603357 2.763520 2.011010 0.32 -0.50 0.18
H 3.639811 4.245213 2.299073 -0.44 -0.51 0.36
H 1.606097 5.568701 2.640980 0.49 -0.04 -0.33
H -0.632590 4.796567 2.483483 -0.45 0.22 0.50
H -0.046257 3.156142 1.943151 -0.17 1.13 -0.20
H -1.644118 3.838986 0.323547 -0.82 -0.56 -0.10
H -0.347673 3.279482 -0.848089 -0.55 0.57 0.67
H -1.118277 4.941803 -1.000574 0.01 -0.93 0.37
H 0.792273 4.741802 4.437715 0.33 0.20 0.10
H 0.608964 3.287843 3.933652 -0.11 -0.94 -0.10
C -3.943907 -2.544202 4.586285 1.49 -0.59 1.53
C -2.470000 -2.229291 4.988095 0.30 0.50 0.24
C -2.261286 -1.344115 6.251220 -0.21 -1.24 -0.74
O -2.401232 0.007876 5.842601 -0.34 -0.24 0.63
C -1.995544 0.853207 6.878416 1.99 1.95 -1.80
N -1.748908 -3.507317 5.242482 -0.29 0.22 -0.75
H -4.402983 -3.120754 5.456467 0.25 0.81 -1.23
H -3.817772 -3.195883 3.726651 -0.51 -0.19 -0.17
H -4.484345 -1.660647 4.273771 -0.24 0.07 0.16
H -1.995794 -1.555961 4.235520 -0.25 -0.88 -0.27
H -1.214341 -1.425991 6.614317 -0.53 -0.48 -0.02
H -2.981815 -1.757131 7.004785 0.47 0.99 -0.06
H -2.680510 0.977328 7.626033 -2.24 -0.02 2.02
H -1.796686 1.896141 6.502654 -0.30 -1.00 -0.14
H -1.064372 0.573173 7.362183 0.37 -0.53 -0.10
H -1.977709 -4.246928 4.556530 -0.05 0.78 0.45
H -0.761954 -3.324178 5.111933 0.19 -0.15 0.18
C 0.687253 -3.770074 -2.991315 0.84 -1.29 -1.51
C -0.698270 -3.528373 -3.505003 0.05 -1.13 -0.29
C -1.673731 -4.306593 -2.629374 -1.97 1.97 -1.23
O -2.846532 -4.591578 -3.455485 0.36 -0.43 1.12
C -3.890550 -5.122986 -2.621662 2.17 1.69 1.76
N -0.930027 -2.111269 -3.717640 -0.83 -0.93 -0.27
H 0.831971 -4.836085 -2.683735 -0.11 1.06 0.34
H 0.941554 -3.012751 -2.281936 0.45 0.14 0.86
H 1.343761 -3.687272 -3.866097 0.29 0.38 0.29
H -0.808888 -3.965432 -4.502346 0.14 -0.34 0.06
H -1.985414 -3.676708 -1.796875 -0.15 0.24 0.22
H -1.280115 -5.186651 -2.191245 0.52 -1.28 0.03
H -4.594678 -5.627362 -3.197588 -1.00 -1.11 -0.97
H -4.375146 -4.296855 -2.081258 -0.14 0.02 -0.21
H -3.414144 -5.709932 -1.797801 -0.59 -0.26 -0.78
H -0.882184 -1.599192 -2.830725 -0.54 0.17 0.38
H -1.889494 -2.114727 -4.070706 0.12 0.80 0.27
C 0.605909 -0.421062 2.789496 0.33 1.07 0.24
O 1.697193 0.355303 3.295699 0.16 -0.07 -0.48
C 1.886128 0.314509 4.681849 -0.18 -0.63 -0.18
C 3.174312 0.927603 5.106405 0.70 0.51 -0.39
N 4.290137 0.448865 4.302045 -1.19 -0.10 0.05
C 5.360453 1.398601 4.273348 0.34 -1.10 -1.05
C 6.390407 0.877708 3.254328 1.08 1.50 2.14
O 5.841277 0.634247 2.018607 -0.86 -0.03 -0.78
C 6.715384 0.039208 1.093647 1.55 -0.72 1.56
H -0.302312 0.195059 2.739664 -0.06 -0.18 0.30
H 0.422445 -1.341632 3.380960 0.18 0.41 -0.40
H 0.904143 -0.580393 1.759579 -0.26 -0.52 -0.01
H 1.797079 -0.719639 5.009227 0.05 -0.33 0.23
H 1.149940 0.903166 5.154185 -1.45 0.50 0.82
H 3.366090 0.631435 6.126570 -0.13 -0.04 0.63
H 3.061098 2.041185 5.120653 0.21 -0.57 -0.36
H 3.942729 0.183236 3.374870 0.38 0.50 0.31
H 5.790602 1.429511 5.286551 0.23 0.18 -0.39
H 5.066964 2.414486 3.974544 -0.20 0.05 0.08
H 6.894181 0.003010 3.650506 0.01 -0.53 0.09
H 7.141296 1.696518 3.291558 0.16 -0.33 -0.82
H 7.621798 0.659713 0.986886 -0.51 0.26 -0.80
H 6.157971 -0.234773 0.218416 0.02 0.31 -0.55
H 7.194078 -0.895593 1.490954 -0.77 0.28 0.00
C 3.975229 -0.305371 -6.960257 0.17 1.18 0.02
O 4.373375 -0.669899 -5.675409 0.59 0.34 0.66
C 4.020663 -1.962479 -5.288034 -2.46 -0.11 -0.49
C 4.119081 -2.079167 -3.794824 0.70 -0.96 -0.27
N 3.365065 -1.022281 -3.154375 0.27 -0.19 -0.72
C 3.534571 -1.037409 -1.733675 -1.04 0.55 1.84
C 2.814801 0.160939 -1.103586 0.79 0.20 0.24
O 3.360384 1.394212 -1.579499 1.09 0.29 0.75
C 4.486131 1.937235 -0.804602 -2.16 0.27 -0.60
H 4.528708 0.640579 -7.150038 -0.43 -0.71 -0.34
H 2.890859 -0.101493 -7.074179 0.26 -0.17 0.34
H 4.236336 -1.097320 -7.635713 0.27 -0.23 -0.81
H 4.582230 -2.762153 -5.800704 -0.02 0.33 0.02
H 2.903294 -2.059461 -5.546545 1.24 -0.35 0.19
H 5.202409 -2.048542 -3.525111 -0.48 -0.09 0.11
H 3.729414 -3.094439 -3.569157 0.16 0.61 0.33
H 3.788723 -0.175985 -3.540874 -0.37 0.10 0.35
H 4.570686 -0.958903 -1.391889 0.39 -0.28 -0.20
H 3.088204 -1.933473 -1.239220 0.34 0.28 -0.67
H 2.906344 0.171520 -0.017308 0.17 -0.35 0.24
H 1.754160 0.161233 -1.290642 -0.58 0.00 -0.48
H 4.469529 1.659974 0.241996 -0.69 0.35 0.40
H 4.468081 3.006635 -1.023067 -0.13 0.00 0.54
H 5.420838 1.603863 -1.110635 1.70 -1.00 -1.23
C 2.217894 -8.279856 0.087301 0.81 1.03 0.90
O 1.657156 -7.173571 0.807252 0.50 -1.21 0.05
C 0.794173 -6.443187 -0.001795 -0.61 -0.38 -0.75
C 0.487712 -5.127770 0.653602 -0.17 0.62 -0.18
N 1.695537 -4.481003 1.120045 -0.21 -0.33 -1.31
C 1.502254 -3.311837 1.880093 -0.08 1.41 -0.72
C 2.812464 -2.823890 2.430137 -0.20 1.25 -1.67
O 3.408828 -3.735087 3.268439 -0.21 -1.16 0.36
C 4.646999 -3.286882 3.704755 0.50 -0.04 2.78
H 2.989272 -7.930621 -0.628696 -0.50 -0.14 0.14
H 1.463488 -8.864752 -0.381177 -0.79 -0.37 -0.73
H 2.691847 -8.927218 0.811723 0.24 -0.02 0.25
H -0.174520 -7.001365 -0.164748 0.75 0.37 -0.02
H 1.295306 -6.315472 -0.988408 -0.41 0.26 0.35
H -0.242269 -5.213994 1.462894 -0.18 -0.39 0.23
H -0.008673 -4.517315 -0.100142 0.02 0.29 -0.09
H 2.100683 -5.077205 1.779923 1.14 -1.71 0.66
H 0.839589 -3.456659 2.708928 -0.95 -0.17 0.82
H 1.071748 -2.522779 1.233952 0.30 -0.37 0.48
H 2.564239 -1.878434 2.948885 0.76 -0.11 -0.21
H 3.479541 -2.693493 1.526279 -0.39 0.48 0.80
H 5.154411 -4.106108 4.271866 -0.54 0.42 -0.49
H 4.507098 -2.448267 4.464933 0.37 -0.59 -1.14
H 5.316629 -3.012102 2.909901 0.19 0.45 -0.61
C -4.465861 4.082648 1.481864 0.29 -0.47 -0.99
O -4.329635 2.665507 1.313788 -0.14 0.72 1.17
C -3.766057 2.169778 2.541493 -0.27 0.10 -0.30
C -3.893280 0.630825 2.561520 1.40 0.88 1.68
N -5.229930 0.091171 2.601035 -0.13 -0.55 -0.91
C -6.196760 0.683935 3.515391 0.69 0.14 1.31
C -7.333120 -0.275866 3.860690 -0.66 0.27 -1.22
O -8.144236 -0.504729 2.691712 -0.83 -0.49 0.34
C -9.532546 -0.900538 2.951246 1.63 1.48 0.14
H -4.946304 4.431522 0.552954 0.29 0.20 0.51
H -3.469844 4.546699 1.641003 -0.36 -0.07 -0.32
H -5.057596 4.341699 2.363127 -0.29 -0.12 -0.06
H -4.272172 2.699567 3.385344 0.19 -0.65 -0.30
H -2.718700 2.519370 2.546020 0.00 -0.45 0.27
H -3.393500 0.240293 3.478357 0.02 0.59 -0.40
H -3.236801 0.304274 1.734974 -0.93 -0.42 -0.02
H -5.585467 0.161573 1.663346 -0.50 -0.18 -0.24
H -6.514032 1.645026 3.111986 -0.50 0.20 0.29
H -5.719977 0.850864 4.530660 -0.11 0.06 -1.12
H -7.983251 0.080871 4.681773 0.45 0.05 -0.19
H -6.829653 -1.194518 4.125456 -0.09 -0.54 0.38
H -9.638159 -1.808483 3.543881 0.13 -0.10 -0.11
H -10.019921 -0.946794 1.993769 0.00 -0.48 -0.43
H -9.997249 -0.049178 3.449722 -0.22 -0.12 0.44
C -1.737998 5.073618 -6.039568 -0.32 -0.76 -0.55
O -1.445688 4.241368 -4.969953 1.51 -0.81 0.90
C -2.361471 3.170856 -4.693668 0.45 1.38 -0.31
C -1.991820 2.624716 -3.284375 -1.14 -0.24 -0.01
N -2.707996 1.357164 -3.007286 0.53 0.34 -0.07
C -4.154168 1.560541 -2.862406 1.93 -0.16 0.44
C -4.788322 0.285248 -2.301969 -0.10 -0.21 0.41
O -4.342812 -1.009020 -2.749561 0.26 1.33 -0.23
C -4.636862 -1.295600 -4.094114 -1.88 -0.58 0.32
H -2.518465 5.765310 -5.771457 -0.57 0.48 -0.01
H -2.065753 4.469719 -6.902853 0.05 0.30 -0.04
H -0.846884 5.630769 -6.310321 0.14 0.03 0.02
H -2.383645 2.462191 -5.554507 0.28 -0.08 0.77
H -3.292062 3.724215 -4.738538 -0.99 -0.57 0.47
H -2.214381 3.435289 -2.533400 -0.15 -0.51 -0.58
H -0.911223 2.517510 -3.213731 0.06 -0.36 -0.21
H -2.294790 0.781270 -2.235269 0.07 0.75 -0.88
H -4.516406 1.963092 -3.790824 -0.62 -0.43 -0.72
H -4.299333 2.403452 -2.166066 -0.48 -0.29 0.38
H -5.861359 0.367384 -2.454008 -0.40 -0.13 0.10
H -4.577530 0.265623 -1.220880 -0.12 0.01 -0.34
H -5.749758 -1.418551 -4.231792 0.60 0.88 -0.03
H -4.367017 -2.315869 -4.248595 0.98 -0.72 -0.22
H -4.203597 -0.646287 -4.853084 0.10 0.25 0.18